1.
Molecular formula: C4H11NS
Method: DFT, ωB97M-V/def2-TZVPD

The geometry in ORCA input format:
```
! RIJCOSX wB97M-V def2-TZVPD def2/J DEFGRID3
* xyz 1 2
C 0.085 -0.984 2.310
N -0.188 -0.244 1.057
C 0.298 -0.132 -0.288
C 0.384 1.377 -0.584
S 1.403 2.269 -1.775
C -0.841 -0.819 -1.289
H 0.331 -2.137 2.169
H -0.946 -0.958 2.785
H 0.876 -0.440 2.943
H -0.628 0.618 1.188
H 1.320 -0.618 -0.547
H 0.579 2.004 0.336
H -0.694 1.679 -0.823
H 1.076 1.614 -2.972
H -0.600 -0.766 -2.448
H -1.893 -0.607 -0.984
H -0.563 -1.858 -1.079
*
```

Properties
ΔE to the lowest compared entry with this formula, charge and spin = 41.3 kcal per mole
HOMO-LUMO gap (alpha / beta) = 0.3684 / 0.1942 hartree
E = -611.56264 hartree
HOMO level (alpha / beta) = -13.098 / -13.012 eV


2.
Molecular formula: C13H22BF5O9S3
Method: DFT, ωB97M-V/def2-TZVPD

The geometry in ORCA input format:
```
! RIJCOSX wB97M-V def2-TZVPD def2/J DEFGRID3
* xyz 0 1
C -3.360 0.096 0.698
B -1.878 -0.326 0.819
O -0.979 -0.183 -0.214
C -1.313 -1.086 2.142
O -2.340 -1.988 2.592
C -2.005 -3.302 2.488
O -1.966 -3.851 1.436
S -1.076 -0.053 3.624
O -1.051 -0.918 4.765
O -2.004 1.034 3.577
C 0.655 0.716 3.608
F 0.466 2.005 3.969
F 1.407 0.102 4.530
C 1.434 0.752 2.274
F 1.585 -0.459 1.738
F 2.644 1.265 2.498
F 0.794 1.552 1.407
H -3.480 0.737 -0.177
H -3.756 0.583 1.587
H -3.956 -0.800 0.493
H -0.734 0.732 -0.390
H -0.403 -1.641 1.928
H -1.792 -3.792 3.443
O -3.576 -2.102 -2.380
S -3.563 -3.508 -2.700
O -4.796 -4.247 -2.791
C -2.599 -3.749 -4.191
C -1.174 -3.948 -3.684
C -1.284 -4.874 -2.464
C -2.423 -4.339 -1.587
H -2.726 -2.884 -4.836
H -2.980 -4.644 -4.682
H -0.533 -4.368 -4.458
H -0.752 -2.987 -3.383
H -1.514 -5.889 -2.794
H -0.351 -4.915 -1.904
H -2.962 -5.123 -1.065
H -2.074 -3.598 -0.877
O 2.472 3.743 -2.211
S 2.623 4.820 -1.265
O 1.706 5.929 -1.263
C 2.736 4.118 0.377
C 4.226 3.859 0.574
C 4.944 5.101 0.024
C 4.317 5.424 -1.339
H 2.126 3.223 0.417
H 2.362 4.863 1.079
H 4.463 3.683 1.622
H 4.527 2.975 0.008
H 4.796 5.939 0.707
H 6.016 4.939 -0.069
H 4.291 6.489 -1.552
H 4.812 4.896 -2.151
*
```

Properties
structure (SMILES) = CB(O)[C@H](OC=O)S(=O)(=O)C(F)(F)C(F)(F)F.O=S1(=O)CCCC1.O=S1(=O)CCCC1
HOMO-LUMO gap = 0.3875 hartree
E = -2904.43351 hartree
HOMO level = -10.280 eV


3.
Molecular formula: C2H2NO2P
Method: DFT, ωB97M-V/def2-TZVPD

The geometry in ORCA input format:
```
! RIJCOSX wB97M-V def2-TZVPD def2/J DEFGRID3
* xyz 0 1
O 1.536 -1.055 0.038
C 0.404 -0.338 0.033
C 0.213 1.032 0.099
O -1.138 1.300 -0.012
N -1.990 0.302 -0.105
P -1.123 -1.171 -0.026
H 1.306 -1.994 -0.304
H 0.793 1.925 0.278
*
```

Properties
ΔE to the lowest compared entry with this formula, charge and spin = 67.9 kcal per mole
structure (SMILES) = Oc1conp1
HOMO-LUMO gap = 0.3570 hartree
E = -623.90000 hartree
HOMO level = -9.654 eV


4.
Molecular formula: C6H8N3O2
Method: DFT, ωB97M-V/def2-TZVPD

The geometry in ORCA input format:
```
! RIJCOSX wB97M-V def2-TZVPD def2/J DEFGRID3
* xyz 1 1
C -1.556 2.600 0.138
C -0.216 2.766 -0.129
C -0.803 0.584 0.046
C 4.433 -0.654 0.276
C -2.750 -1.673 0.223
C -0.613 -0.874 0.004
N -1.903 1.309 0.165
N 3.371 -1.001 0.108
N 0.736 -1.347 -0.437
O 0.277 1.415 -0.218
O -1.508 -1.826 -0.018
H -2.340 3.258 0.353
H 0.321 3.567 -0.549
H 5.532 -0.486 0.591
H -3.270 -2.523 0.555
H -3.096 -0.659 0.330
H 0.980 -0.973 -1.329
H 0.760 -2.431 -0.254
H 1.645 -1.053 0.146
*
```

Properties
ΔE to the lowest compared entry with this formula, charge and spin = 72.3 kcal per mole
HOMO-LUMO gap (alpha / beta) = 0.2917 / 0.2610 hartree
E = -547.75196 hartree
HOMO level (alpha / beta) = -11.337 / -11.355 eV


5.
Molecular formula: C20H19FN6OS2
Method: DFT, ωB97M-V/def2-TZVPD

The geometry in ORCA input format:
```
! RIJCOSX wB97M-V def2-TZVPD def2/J DEFGRID3
* xyz 0 1
C 6.145 -0.166 -1.372
C 5.110 0.037 -0.281
C 5.200 1.033 0.709
S 4.012 1.024 1.725
C 3.459 -0.516 0.755
N 4.235 -0.688 -0.144
N 2.409 -0.890 1.137
C 1.330 -1.025 2.185
O 0.408 -1.750 2.148
C 1.338 0.241 3.065
H 2.396 0.484 3.697
H 0.757 0.018 4.041
S 0.823 1.606 1.974
C -0.924 1.355 2.229
N -1.629 1.016 3.171
N -2.807 0.966 2.720
C -2.877 0.895 1.273
N -1.565 1.232 0.941
C -1.236 1.121 -0.243
C -1.413 2.393 -1.099
C -0.901 2.222 -2.444
C -0.079 1.423 -2.790
C 0.133 0.235 -1.984
C -0.291 0.325 -0.747
H -0.131 -0.935 0.006
H 0.669 -0.636 -2.479
F 0.309 1.295 -4.346
H -1.235 3.099 -2.948
H -1.960 3.197 -0.792
C -4.026 0.581 0.493
C -3.585 -0.515 -0.404
C -3.513 -0.444 -1.899
C -3.043 -1.476 -2.385
C -2.654 -2.328 -1.489
N -2.996 -1.678 -0.270
C -2.910 -2.202 1.299
H -2.957 -3.493 1.062
H -1.862 -1.737 1.512
H -3.569 -1.823 1.844
H -2.172 -3.189 -1.212
H -2.938 -1.554 -3.547
H -3.797 0.781 -2.334
H -4.251 1.453 0.009
H -4.739 0.152 1.023
H 2.275 -1.918 0.700
H 5.979 1.804 0.625
H 6.524 -1.218 -1.375
H 6.909 0.494 -1.533
H 5.640 -0.302 -2.227
*
```

Properties
ΔE to the lowest compared entry with this formula, charge and spin = 461.6 kcal per mole
HOMO-LUMO gap = 0.2528 hartree
E = -2072.84195 hartree
HOMO level = -7.218 eV


6.
Molecular formula: C5H12N2O
Method: DFT, ωB97M-V/def2-TZVPD

The geometry in ORCA input format:
```
! RIJCOSX wB97M-V def2-TZVPD def2/J DEFGRID3
* xyz 0 1
C -1.550 1.461 -0.230
C -0.681 0.156 -0.810
N -0.238 -0.833 0.052
C -1.285 -1.802 0.379
N 0.126 -0.148 1.172
C 1.260 0.497 1.026
C 2.389 0.252 0.062
O 2.227 -0.867 -0.783
H -1.125 2.243 0.466
H -1.651 2.039 -1.251
H -2.600 1.124 0.168
H -1.248 -0.540 -1.484
H 0.363 0.449 -1.260
H -0.829 -2.511 1.181
H -2.174 -1.119 0.802
H -1.401 -2.378 -0.510
H 1.533 1.510 1.766
H 2.376 1.210 -0.583
H 3.324 0.359 0.558
H 1.184 -1.101 -0.721
*
```

Properties
ΔE to the lowest compared entry with this formula, charge and spin = 135.6 kcal per mole
structure (SMILES) = CCN(C)/N=C\CO
HOMO-LUMO gap = 0.3464 hartree
E = -382.28637 hartree
HOMO level = -8.493 eV


7.
Molecular formula: C16H21F2N2O11S2
Method: DFT, ωB97M-V/def2-TZVPD

The geometry in ORCA input format:
```
! RIJCOSX wB97M-V def2-TZVPD def2/J DEFGRID3
* xyz -1 1
O 0.181 -2.837 2.084
C -0.718 -2.704 1.254
O -1.925 -2.719 1.486
O -0.434 -2.489 -0.151
C 0.805 -2.048 -0.442
O 1.814 -2.706 -0.326
N 0.914 -0.735 -0.979
C -0.315 0.041 -0.779
C -0.391 0.602 0.659
C -1.400 1.774 0.636
S -2.914 1.382 1.600
C -4.274 1.141 0.426
S -5.027 2.448 -0.167
N -4.669 -0.155 0.044
C -4.998 -1.020 1.181
C -5.240 -2.441 0.585
O -5.627 -2.278 -0.767
C -4.508 -1.950 -1.556
C -3.709 -0.811 -0.837
H 1.149 -0.810 -1.959
H -0.240 0.926 -1.425
H -1.232 -0.465 -1.077
H -0.696 -0.167 1.369
H 0.603 1.021 0.864
H -1.705 1.996 -0.391
H -0.974 2.696 1.033
H -4.222 -1.036 1.959
H -5.928 -0.642 1.622
H -4.309 -3.012 0.693
H -6.045 -2.951 1.112
H -4.874 -1.621 -2.530
H -3.808 -2.788 -1.683
H -3.305 -0.085 -1.546
H -2.889 -1.307 -0.295
C 3.273 1.212 2.001
C 4.472 1.987 2.478
O 4.206 3.294 2.005
C 2.844 3.419 1.953
O 2.270 4.447 1.856
O 2.243 2.205 2.035
F 5.620 1.536 1.905
H 3.390 0.847 0.979
H 3.028 0.372 2.647
H 4.593 2.011 3.562
C 4.182 -0.483 -2.441
C 5.349 0.307 -1.909
O 5.123 1.596 -2.452
C 3.769 1.721 -2.604
O 3.207 2.747 -2.779
O 3.159 0.513 -2.519
F 6.531 -0.169 -2.378
H 4.375 -0.886 -3.436
H 3.884 -1.298 -1.780
H 5.392 0.373 -0.820
*
```

Properties
HOMO-LUMO gap = 0.2698 hartree
E = -2555.62032 hartree
HOMO level = -5.465 eV


8.
Molecular formula: C2H6ClN2P
Method: DFT, ωB97M-V/def2-TZVPD

The geometry in ORCA input format:
```
! RIJCOSX wB97M-V def2-TZVPD def2/J DEFGRID3
* xyz 0 3
C 0.337 1.184 0.319
C -0.941 0.160 -1.160
N 0.383 -0.989 0.915
N 1.157 0.136 0.629
P -0.725 -1.531 -0.461
Cl 2.471 -0.199 -0.469
H 0.788 1.972 -0.086
H -0.156 1.298 1.287
H -1.819 0.767 -0.788
H -0.643 0.386 -2.087
H 0.927 -1.685 1.422
H -1.778 -1.499 0.478
*
```

Properties
ΔE to the lowest compared entry with this formula, charge and spin = 78.4 kcal per mole
HOMO-LUMO gap (alpha / beta) = 0.2368 / 0.2430 hartree
E = -990.57736 hartree
HOMO level (alpha / beta) = -5.542 / -8.743 eV